[1]
DFT (ωB97M-V/def2-TZVPD) results for a structure of composition C49H59BBrKN9P2Sb.

Structure (ORCA input):
```
! wB97M-V def2-TZVPD RIJCOSX def2/J DEFGRID3
* xyz 0 1
K 0.41273 -0.49989 -0.29769
C -2.63366 -3.69202 -2.60634
C -2.36256 -2.44289 -2.03407
N -1.05885 -2.26683 -1.84434
N -0.46430 -3.39567 -2.28424
C -1.38576 -4.26425 -2.73913
B 1.06221 -3.67053 -2.26049
N 1.59652 -3.91405 -0.82699
C 2.35016 -4.96960 -0.46385
C 2.79334 -4.76786 0.82623
C 2.25151 -3.52056 1.16845
N 1.53225 -3.01533 0.17541
N 1.87068 -2.56492 -2.96547
C 2.62563 -2.73887 -4.06771
C 3.23855 -1.54408 -4.36806
C 2.78940 -0.67768 -3.36225
N 1.96510 -1.29410 -2.52279
H -3.58430 -4.11111 -2.88660
H -3.05376 -1.65492 -1.77402
H -1.08100 -5.21694 -3.13822
H 1.24187 -4.69474 -2.86963
H 2.51584 -5.78121 -1.15189
H 3.41537 -5.41490 1.41979
H 2.35020 -2.96619 2.09046
H 2.67221 -3.70024 -4.55091
H 3.91321 -1.33450 -5.17975
H 3.02981 0.36345 -3.21083
C 0.54785 4.97973 -1.54349
N 1.10635 3.67092 -1.20255
P 0.79689 3.17578 0.45171
C 2.13524 1.95076 0.76556
C 3.27895 1.77433 -0.00767
C 4.18695 0.77297 0.30328
C 3.97222 -0.05141 1.39899
C 2.85401 0.14011 2.19919
C 1.93767 1.13332 1.88328
C 1.50767 4.61218 1.34155
C 0.73165 5.22455 2.31858
C 1.23024 6.30379 3.04129
C 2.50501 6.77632 2.78241
C 3.28872 6.16914 1.80506
C 2.79403 5.09077 1.09411
P 1.16703 2.39956 -2.35823
C 2.22173 3.16506 -3.64113
C 2.14845 2.71587 -4.95951
C 3.03676 3.18589 -5.91471
C 4.01130 4.11160 -5.56860
C 4.09561 4.56134 -4.25882
C 3.21164 4.08611 -3.30092
C -0.43690 2.29692 -3.23803
C -0.99158 1.01749 -3.29969
C -2.21558 0.80102 -3.92206
C -2.90278 1.86740 -4.47684
C -2.35100 3.14385 -4.44402
C -1.12050 3.35553 -3.84490
H 0.91777 5.74099 -0.85663
H -0.54879 4.98684 -1.50330
H 0.85921 5.25326 -2.55097
H 3.46075 2.39908 -0.87368
H 5.05573 0.62448 -0.32462
H 4.66845 -0.84902 1.62275
H 2.68246 -0.49542 3.05907
H 1.04628 1.26539 2.49933
H -0.26490 4.84983 2.52142
H 0.62020 6.77170 3.80304
H 2.89548 7.61638 3.34224
H 4.28816 6.53569 1.60851
H 3.40662 4.60930 0.34062
H 1.39423 1.99053 -5.24229
H 2.96535 2.82599 -6.93308
H 4.70237 4.47995 -6.31556
H 4.85173 5.28438 -3.98018
H 3.27830 4.44361 -2.27952
H -0.44932 0.17659 -2.87940
H -2.62223 -0.20173 -3.96412
H -3.86098 1.70559 -4.95449
H -2.87462 3.97322 -4.90291
H -0.68857 4.34676 -3.86743
Br -6.50595 2.39322 0.65194
C -4.76030 1.78965 0.27033
C -4.38725 0.50029 0.59210
C -3.08347 0.11966 0.29968
N -2.18424 0.91435 -0.27340
C -2.57838 2.14932 -0.59347
C -3.84784 2.64211 -0.33389
H -5.07522 -0.18519 1.06487
H -2.74859 -0.88185 0.54743
H -1.84238 2.77748 -1.07879
H -4.12038 3.64987 -0.61374
C -0.67745 -5.11598 4.43010
C -0.02335 -3.86304 3.85791
C 0.81122 -3.13264 4.91033
Sb -1.25429 -2.37839 2.85567
C -2.52539 -1.66439 4.47866
C -3.73482 -0.96549 3.86035
C -2.94297 -2.65272 5.56144
C -2.59737 -3.68459 1.73977
C -3.63745 -4.48931 2.50912
C -1.71160 -4.58214 0.87349
H 0.08792 -5.72840 4.91965
H -1.13128 -5.72998 3.65322
H -1.44233 -4.89709 5.17391
H 0.64423 -4.17958 3.05398
H 0.19103 -2.74771 5.72382
H 1.35126 -2.28204 4.48592
H 1.54932 -3.80680 5.35563
H -1.90838 -0.88773 4.94116
H -4.37847 -1.66833 3.32415
H -3.42829 -0.18486 3.16130
H -4.34475 -0.48911 4.63419
H -3.51235 -3.48982 5.15620
H -3.57723 -2.15390 6.30211
H -2.08311 -3.06001 6.09239
H -3.12741 -3.00132 1.06664
H -3.17824 -5.17264 3.22396
H -4.22122 -5.09724 1.80915
H -4.33785 -3.85996 3.05794
H -1.11997 -5.27093 1.48103
H -1.01542 -4.00039 0.26544
H -2.32622 -5.18160 0.19625
N -1.99552 2.19644 2.73588
C -1.34412 1.83396 3.62719
H -2.45783 2.50504 1.90129
*
```

[2]
DFT (ωB97M-V/def2-TZVPD) results for a cluster of 6 separate species, C49H59BF41NO12P in total.

Structure (ORCA input):
```
! wB97M-V def2-TZVPD RIJCOSX def2/J DEFGRID3
* xyz -1 1
C -1.16326 2.10196 3.79117
C -0.52150 3.39411 3.27139
O -0.13587 3.27945 1.92227
C -0.54369 4.42773 1.19068
C 0.03312 4.47431 -0.21709
O 0.30859 3.23230 -0.78674
C -0.15984 3.08784 -2.13165
B -0.34983 1.49499 -2.61965
N 0.43030 1.34548 -3.95848
O 0.04781 0.57671 -1.55877
C -0.69925 -0.59911 -1.65337
C 0.03439 -1.41607 -2.77192
C 1.52394 -1.39145 -2.58571
F 2.10566 -2.05342 -3.71043
C -0.66275 -1.54426 -0.43812
C -0.87282 -0.96970 0.96233
O -0.07689 0.17222 1.27098
C 1.24084 -0.12900 1.51144
O 2.13200 0.36327 0.83147
C 1.60324 -1.04335 2.67559
C 0.86953 -0.73108 3.98909
C -2.10477 -0.01326 -2.12009
C -3.21186 0.11733 -1.05530
C -3.08663 1.29887 -0.11874
O -2.10707 2.03315 -0.03085
C -4.26485 1.58909 0.81112
C -4.34473 0.94016 1.99591
C -5.35512 1.21683 2.85987
C -6.26960 2.15486 2.51229
C -6.20074 2.79041 1.32280
C -5.18858 2.51582 0.45528
P -2.99694 -1.04124 -3.48385
C -2.30579 -0.64224 -5.13368
C -2.84973 -2.86579 -3.17615
O -1.80196 1.14961 -2.78741
H -0.69177 1.78731 4.72377
H -1.07375 1.28156 3.08230
H -2.21657 2.23348 4.03158
H 0.32339 3.64282 3.92466
H -1.26428 4.18256 3.39974
H -1.63944 4.43993 1.16816
H -0.22889 5.33061 1.73340
H -0.66676 5.07091 -0.80791
H 0.97672 5.04887 -0.19259
H -1.12836 3.58785 -2.29112
H 0.54869 3.57780 -2.81871
H 1.40722 1.57995 -3.83424
H 0.00827 1.99261 -4.61643
H -0.28475 -2.45806 -2.65496
H -0.22945 -1.10316 -3.77531
H 1.94899 -0.39755 -2.58053
H 1.83335 -1.99362 -1.73541
H -1.48549 -2.24687 -0.60278
H 0.23477 -2.15736 -0.41754
H -1.91406 -0.77014 1.18595
H -0.58589 -1.76313 1.66656
H 2.67927 -1.04016 2.78250
H 1.29927 -2.05160 2.38432
H -0.02491 -1.33636 4.10478
H 0.66089 0.32422 4.12983
H 1.52486 -1.03786 4.80630
H -3.26331 -0.83642 -0.52466
H -4.16233 0.20973 -1.58337
H -3.57501 0.22078 2.23339
H -5.38808 0.70871 3.81206
H -7.05669 2.38846 3.21761
H -6.93012 3.54605 1.06392
H -5.10329 3.02682 -0.49167
H -3.04640 -0.84245 -5.90566
H -1.43830 -1.26408 -5.37636
H -1.99779 0.39406 -5.21324
H -3.71924 -3.33034 -3.63820
H -1.96694 -3.32521 -3.62559
H -2.91418 -3.08328 -2.11410
C 5.63212 -0.00044 -6.02605
C 4.15245 0.24366 -6.37863
C 3.19868 -0.95202 -6.33170
F 3.54142 -1.92001 -7.21928
F 1.95556 -0.54458 -6.66144
F 4.08306 0.86399 -7.58387
F 3.69167 1.12881 -5.45756
O 6.57905 -0.16007 -7.08690
C 6.81971 -1.37739 -7.67906
C 6.43923 -1.38188 -9.16339
F 5.14363 -1.08085 -9.34290
F 6.65428 -2.61773 -9.68050
F 6.24468 -2.38621 -7.00269
F 8.16037 -1.58548 -7.61610
H 5.95367 0.92135 -5.54261
H 5.74360 -0.77754 -5.27083
H 3.16303 -1.38542 -5.32986
H 7.04408 -0.65502 -9.70987
C 0.03391 -7.73136 0.33746
C -0.32796 -6.59551 -0.63831
C 0.81235 -5.76388 -1.22911
F 1.51330 -5.11234 -0.28073
F 0.28435 -4.83080 -2.04608
F -1.23827 -5.78507 -0.05278
F -0.94943 -7.18810 -1.69552
O -0.07929 -7.48733 1.73754
C 0.93638 -6.91369 2.47295
C 0.52233 -5.56199 3.06801
F 0.15292 -4.69344 2.10798
F 1.57079 -5.02369 3.73287
F 2.07852 -6.83491 1.76605
F 1.18343 -7.74530 3.51184
H -0.71839 -8.49869 0.15755
H 0.98741 -8.19448 0.08354
H 1.49821 -6.38794 -1.80952
H -0.31354 -5.69299 3.75858
C -6.35323 -7.79360 -0.12656
C -5.54236 -9.08469 0.10622
C -5.62263 -9.74611 1.48534
F -5.15925 -8.95287 2.46591
F -4.85950 -10.86727 1.48320
F -4.25392 -8.87325 -0.23700
F -6.03564 -10.00543 -0.77282
O -5.68843 -6.54055 -0.03952
C -5.52478 -5.87608 1.16128
C -4.04850 -5.73541 1.53810
F -3.45029 -6.93944 1.62765
F -3.93936 -5.13387 2.74698
F -6.25289 -6.44792 2.14274
F -6.01698 -4.63263 0.99020
H -6.65244 -7.84547 -1.17273
H -7.28397 -7.79405 0.44127
H -6.65215 -10.03411 1.71591
H -3.51769 -5.13928 0.79335
C 3.72134 4.41076 -1.24506
C 4.58283 3.60940 -2.24124
C 6.01609 3.26311 -1.83292
F 6.77777 4.35619 -1.62787
F 6.60699 2.55129 -2.82889
F 4.57932 4.23366 -3.44278
F 3.95539 2.41827 -2.41952
O 3.59724 5.82235 -1.44662
C 4.51224 6.71843 -0.95510
C 5.22836 7.48297 -2.07282
F 5.86992 6.65004 -2.91055
F 6.15340 8.31649 -1.53153
F 5.37960 6.13785 -0.10202
F 3.81983 7.63590 -0.23503
H 2.70414 4.04074 -1.39547
H 3.95841 4.17192 -0.20907
H 6.02089 2.65079 -0.92772
H 4.51022 8.07020 -2.64830
C 1.04688 7.92944 7.83821
C 1.11927 7.00195 9.06745
C 1.65531 5.58089 8.86739
F 0.89686 4.86016 8.02588
F 1.65356 4.93789 10.06126
F -0.08740 6.96696 9.67279
F 1.97849 7.60218 9.94279
O -0.19902 8.08934 7.16979
C -0.61032 7.21723 6.17710
C -1.88328 6.45674 6.56197
F -1.71331 5.75363 7.69898
F -2.19319 5.58733 5.57799
F 0.38424 6.39212 5.80655
F -0.91032 7.97197 5.09848
H 1.24704 8.92371 8.23580
H 1.85542 7.73084 7.13464
H 2.68248 5.60427 8.49265
H -2.71496 7.14938 6.70810
*
```

[3]
DFT (ωB97M-V/def2-TZVPD) results for a cluster of 2 separate species, C49H62ClN2 in total.

Structure (ORCA input):
```
! wB97M-V def2-TZVPD RIJCOSX def2/J DEFGRID3
* xyz 1 1
Cl 5.42004 3.05294 6.86684
C 4.05049 2.84822 5.85931
C 3.63906 1.53487 5.54949
C 2.47098 1.34794 4.82460
C 1.65105 2.46164 4.47904
C 0.23515 2.27556 4.38299
C -0.69558 3.45527 4.21317
C -1.85589 3.18732 5.25943
C -1.47524 1.89532 5.89252
C -0.37885 1.33941 5.28275
C 2.17474 3.77465 4.67568
C 3.31045 3.97377 5.45091
H 4.23741 0.68065 5.87367
H 2.13884 0.34055 4.56113
H -0.25666 4.43260 4.45522
H -1.06620 3.50565 3.17602
H -1.98585 4.00254 5.98638
H -2.81041 3.10628 4.72720
H -1.98445 1.49822 6.77755
H 0.02551 0.37434 5.59444
H 1.63118 4.64522 4.30955
H 3.63393 4.97788 5.73204
C -1.81596 2.43416 -1.39088
C -2.98787 1.85684 -0.60883
C -3.99040 2.99043 -0.34347
C -3.80013 0.80137 -1.35556
C -2.44088 1.23837 0.71790
C -2.58270 2.02721 1.85663
C -3.06000 1.39833 2.99804
C -2.75072 0.06032 3.17610
C -1.99945 -0.63462 2.22291
C -1.36620 -1.97074 2.71933
C -0.15810 -2.40738 1.90391
C -2.45300 -3.04948 2.72214
C -0.87531 -1.82620 4.16568
C -1.95872 -0.08491 0.91249
N -1.44746 -0.83990 -0.20491
C -2.11788 -2.03418 -0.73504
C -1.21357 -2.47794 -1.85293
N -0.17704 -1.42775 -1.97273
C 0.75333 -1.46179 -3.10775
C 0.30031 -1.19131 -4.43888
C -1.08296 -0.63078 -4.90567
C -0.89349 0.36242 -6.07025
C -1.79163 0.16193 -3.83226
C -1.97396 -1.77052 -5.41741
C 1.19804 -1.39332 -5.49343
C 2.56382 -1.30760 -5.27746
C 3.02499 -1.52262 -3.99040
C 2.12278 -1.85368 -2.96111
C 2.70290 -2.81149 -1.87401
C 4.13972 -2.39980 -1.53502
C 2.73296 -4.22460 -2.48078
C 1.92195 -2.82277 -0.57289
C -0.29588 -0.53700 -0.91433
C 0.62084 0.38353 -0.40498
C 1.80424 0.81155 -1.13105
C 1.75629 1.33627 -2.44856
C 2.92066 1.64183 -3.14787
C 4.17529 1.51788 -2.53038
C 4.24570 1.07454 -1.19890
C 3.07787 0.72893 -0.51218
H -1.02889 1.68119 -1.48713
H -2.10610 2.80189 -2.38541
H -1.36204 3.25162 -0.81708
H -4.79761 2.64467 0.31221
H -3.51509 3.86240 0.11273
H -4.44137 3.31831 -1.28945
H -4.50196 0.32132 -0.65749
H -4.36542 1.23475 -2.19519
H -3.16098 0.01032 -1.73584
H -2.48244 3.10798 1.78928
H -3.69288 1.90296 3.72469
H -3.05302 -0.42805 4.10394
H 0.62399 -1.63957 1.90182
H 0.27286 -3.33509 2.30931
H -0.43199 -2.61518 0.87203
H -3.32036 -2.70433 3.29804
H -2.81185 -3.28319 1.71580
H -2.08480 -3.98008 3.17431
H -1.70027 -1.73100 4.87944
H -0.29439 -2.70761 4.46833
H -0.22604 -0.95413 4.27295
H -2.26856 -2.81334 0.02598
H -3.12884 -1.77019 -1.07688
H -0.73859 -3.44184 -1.60719
H -1.73745 -2.57440 -2.80834
H -0.52451 -0.12790 -6.97847
H -1.85792 0.83071 -6.31599
H -0.19156 1.16180 -5.79256
H -1.93396 -0.44016 -2.94227
H -1.21520 1.04941 -3.55122
H -2.78561 0.49188 -4.17300
H -2.16668 -2.52369 -4.64656
H -2.94597 -1.37703 -5.75351
H -1.48948 -2.27619 -6.26188
H 0.84116 -1.49178 -6.51853
H 3.24508 -1.07791 -6.09182
H 4.10387 -1.48014 -3.82532
H 4.18859 -1.32689 -1.31913
H 4.48054 -2.93280 -0.63846
H 4.82805 -2.63632 -2.35422
H 1.72056 -4.55549 -2.74677
H 3.33526 -4.23753 -3.39902
H 3.15804 -4.94683 -1.77056
H 0.98445 -3.37697 -0.66947
H 2.50912 -3.30459 0.22401
H 1.70883 -1.79869 -0.24777
H 0.39649 0.77509 0.57815
H 0.78185 1.50901 -2.90580
H 2.85151 1.96740 -4.19298
H 5.08912 1.75938 -3.08008
H 5.20283 0.97243 -0.67047
H 3.10144 0.37801 0.52767
*
```

| no. | frontier orbital gap (eV) | HOMO level (eV) | maximum force (Eh/bohr) |
| --- | --- | --- | --- |
| 1 | 8.06 | -7.92 | 0.004 |
| 2 | 6.12 | -4.41 | 0.051 |
| 3 | 3.28 | -8.82 | 0.060 |